# 1
Entry from the Open Molecules 2025 dataset: 7 unconnected molecules or ions with the total composition C24H71NO31P8 in a non-equilibrium geometry (ωB97M-V with the def2-TZVPD basis set).

ΔE to the lowest compared entry with this formula, charge and spin in kcal per mole: 555.6
Max |F| in eV/Å: 9.28
LUMO energy in eV: -3.0
SMILES: CC[C@@H](C)O[P@@](=O)(OCN)OCP(=O)(O)O.COP(=O)(OC)OC.COP(=O)(OC)OC.COP(=O)(OC)OC.COP(=O)(OC)OC.COP(=O)(OC)OC.COP(=O)(OC)OC

XYZ file:
```
135
Properties=species:S:1:pos:R:3:lowdin_charge:R:1
C 5.827 -4.620 4.804 -0.1315
C 6.318 -3.291 3.926 -0.1830
C 4.935 -2.372 3.727 -0.4035
C 5.432 -0.899 3.205 -0.0690
O 4.148 -2.980 2.643 -0.2272
P 2.427 -3.040 3.080 0.8542
O 2.266 -4.446 3.853 -0.3625
O 1.999 -1.660 4.053 -0.2363
C 0.859 -1.931 4.943 -0.3087
N 1.197 -1.785 6.438 -0.0128
O 1.581 -3.059 1.518 -0.2813
C 0.159 -3.388 1.704 -0.2520
P -0.175 -5.306 1.771 0.7414
O -1.340 -5.639 0.755 -0.3762
O 1.283 -6.231 1.544 -0.2055
O -0.776 -5.599 3.416 -0.2414
H 5.394 -4.283 5.862 0.0883
H 6.649 -5.448 4.890 0.0741
H 4.894 -5.049 4.210 0.0697
H 7.108 -2.656 4.536 0.1108
H 6.753 -3.610 2.861 0.1336
H 4.405 -2.379 4.770 0.1419
H 6.495 -0.594 3.591 0.0834
H 5.505 -0.949 2.015 0.0997
H 4.682 -0.034 3.457 0.0855
H 0.328 -2.960 4.774 0.1111
H 0.026 -1.101 4.743 0.1474
H 0.390 -1.288 6.923 0.0828
H 1.189 -2.744 6.898 0.0829
H -0.360 -2.849 2.605 0.1056
H -0.396 -3.017 0.714 0.1332
H 1.506 -6.585 2.468 0.0850
H 0.002 -5.741 4.043 0.0653
C 9.435 -5.058 7.580 -0.1368
O 10.488 -5.556 6.772 -0.3193
P 10.840 -7.250 6.738 0.7807
O 9.455 -7.477 6.114 -0.2725
O 10.705 -7.337 8.380 -0.2698
C 11.739 -6.767 9.151 -0.1366
O 11.192 -8.943 6.705 -0.2936
C 10.284 -9.866 6.128 -0.1426
H 8.869 -4.325 7.000 0.0886
H 8.751 -5.844 7.916 0.0883
H 9.862 -4.554 8.452 0.0797
H 11.295 -6.120 9.911 0.0893
H 12.424 -6.172 8.540 0.0829
H 12.296 -7.559 9.653 0.0890
H 10.100 -9.623 5.080 0.0867
H 9.352 -9.892 6.700 0.0959
H 10.737 -10.860 6.173 0.0875
C -6.292 -1.546 -2.182 -0.1300
O -5.523 -1.177 -1.051 -0.3166
P -3.898 -0.615 -1.242 0.7779
O -4.456 0.597 -2.002 -0.2686
O -3.581 -1.820 -2.322 -0.2706
C -3.454 -3.131 -1.818 -0.1320
O -2.273 -0.053 -1.434 -0.2980
C -1.998 1.191 -2.054 -0.1435
H -7.297 -1.132 -2.071 0.0789
H -5.864 -1.183 -3.122 0.0900
H -6.370 -2.637 -2.219 0.0806
H -4.079 -3.799 -2.415 0.0903
H -3.767 -3.199 -0.772 0.0833
H -2.417 -3.456 -1.908 0.0882
H -2.489 2.006 -1.519 0.0863
H -2.301 1.167 -3.105 0.0977
H -0.918 1.359 -2.016 0.0806
C -14.049 -1.830 -2.730 -0.1396
O -13.279 -1.460 -1.598 -0.3199
P -11.654 -0.898 -1.790 0.7815
O -12.213 0.314 -2.550 -0.2671
O -11.337 -2.104 -2.870 -0.2706
C -11.211 -3.415 -2.365 -0.1359
O -10.029 -0.337 -1.982 -0.3018
C -9.755 0.908 -2.602 -0.1377
H -15.053 -1.416 -2.618 0.0948
H -13.621 -1.467 -3.670 0.0874
H -14.127 -2.921 -2.767 0.0791
H -11.836 -4.083 -2.963 0.0893
H -11.523 -3.482 -1.320 0.0834
H -10.174 -3.740 -2.456 0.0871
H -10.245 1.722 -2.066 0.0880
H -10.058 0.884 -3.652 0.0977
H -8.675 1.075 -2.563 0.0855
C 7.934 2.877 -0.538 -0.1381
O 6.583 3.135 -0.880 -0.3192
P 5.616 1.905 -1.617 0.7792
O 5.755 1.087 -0.324 -0.2765
O 6.851 1.507 -2.634 -0.2691
C 7.152 2.406 -3.679 -0.1356
O 4.648 0.675 -2.354 -0.2937
C 4.266 -0.484 -1.633 -0.1404
H 8.126 3.285 0.457 0.0951
H 8.173 1.809 -0.532 0.0874
H 8.587 3.387 -1.253 0.0797
H 8.227 2.598 -3.678 0.0894
H 6.625 3.357 -3.563 0.0833
H 6.882 1.956 -4.634 0.0894
H 3.700 -0.214 -0.741 0.0843
H 5.147 -1.081 -1.380 0.0966
H 3.621 -1.087 -2.278 0.0893
C -0.570 8.482 -4.387 -0.1279
O -1.209 7.646 -3.437 -0.3419
P -0.591 6.064 -3.108 0.7923
O 0.681 6.727 -2.556 -0.2642
O -0.386 5.780 -4.719 -0.2650
C -1.544 5.563 -5.495 -0.1244
O 0.028 4.482 -2.779 -0.2954
C 1.274 4.305 -2.129 -0.1427
H -0.506 9.492 -3.974 0.0967
H 0.438 8.141 -4.642 0.0880
H -1.179 8.519 -5.295 0.0816
H -1.500 6.204 -6.379 0.0914
H -2.458 5.793 -4.940 0.0788
H -1.572 4.524 -5.823 0.0911
H 1.271 4.787 -1.150 0.0891
H 2.087 4.685 -2.755 0.0940
H 1.431 3.233 -1.982 0.0805
C -4.143 8.178 -3.234 -0.1482
O -5.474 8.046 -2.767 -0.3118
P -6.776 7.821 -3.884 0.7820
O -6.147 6.475 -4.272 -0.2722
O -6.169 8.996 -4.868 -0.2704
C -6.288 10.334 -4.438 -0.1369
O -8.078 7.596 -5.001 -0.2938
C -8.200 6.399 -5.749 -0.1429
H -3.490 7.573 -2.601 0.0775
H -4.024 7.853 -4.273 0.0791
H -3.836 9.225 -3.146 0.0865
H -5.313 10.820 -4.528 0.0890
H -6.618 10.401 -3.397 0.0831
H -6.997 10.860 -5.078 0.0887
H -8.279 5.536 -5.086 0.0863
H -7.357 6.295 -6.438 0.0949
H -9.117 6.461 -6.341 0.0876
```

---

# 2
Entry from the Open Molecules 2025 dataset: a molecular structure, C24H72AlN13O7P4 in a non-equilibrium geometry (ωB97M-V with the def2-TZVPD basis set).

ΔE to the lowest compared entry with this formula, charge and spin in kcal per mole: 114.2
Max |F| in eV/Å: 3.35
LUMO energy in eV: -10.3
Net charge: +2

XYZ file:
```
121
Properties=species:S:1:pos:R:3:lowdin_charge:R:1
Al -1.275 0.289 0.271 0.9719
N -0.663 -1.111 4.617 -0.6345
O 0.281 -1.099 3.865 0.0803
O -0.592 -1.594 5.776 0.0965
O -1.636 -0.519 4.214 0.0742
O 2.737 -2.171 -0.233 -0.3326
P 4.091 -2.874 -0.300 0.6285
N 5.097 -2.306 -1.589 -0.2599
C 4.536 -1.986 -2.931 -0.0815
C 6.525 -2.641 -1.681 -0.1050
N 3.991 -4.501 -0.673 -0.2742
C 2.842 -5.012 -1.420 -0.0930
C 5.170 -5.481 -0.658 -0.0519
N 5.120 -2.702 1.128 -0.3017
C 4.619 -3.463 2.241 -0.1430
C 5.594 -1.298 1.473 -0.0823
H 3.643 -1.387 -2.753 0.0768
H 4.280 -2.839 -3.560 0.0789
H 5.276 -1.463 -3.536 0.0829
H 6.971 -2.524 -0.694 0.0761
H 6.996 -1.919 -2.348 0.0854
H 6.768 -3.606 -2.127 0.0780
H 1.904 -4.586 -1.062 0.0812
H 3.071 -4.876 -2.477 0.0839
H 2.779 -6.094 -1.299 0.0823
H 5.936 -5.186 0.059 0.0781
H 4.863 -6.503 -0.435 0.0867
H 5.616 -5.456 -1.652 0.0743
H 5.328 -3.439 3.069 0.0924
H 3.647 -3.105 2.580 0.0839
H 4.529 -4.501 1.923 0.0672
H 4.857 -0.677 1.983 0.0746
H 5.735 -0.624 0.628 0.0739
H 6.448 -1.471 2.128 0.0866
O -2.628 -4.138 1.147 -0.3144
P -2.983 -5.591 1.378 0.6254
N -1.791 -6.458 2.216 -0.2566
C -1.941 -7.879 2.617 -0.0767
C -0.727 -5.784 2.976 -0.0842
N -3.451 -6.530 -0.022 -0.3080
C -4.740 -6.260 -0.641 -0.1141
C -2.468 -6.940 -1.023 -0.1102
N -4.388 -5.661 2.340 -0.2633
C -4.660 -4.530 3.232 -0.0775
C -5.229 -6.823 2.520 -0.1167
H -2.711 -8.086 3.360 0.0783
H -1.020 -8.323 2.994 0.0901
H -2.327 -8.420 1.753 0.0768
H -0.310 -4.906 2.483 0.0779
H 0.110 -6.464 3.136 0.0862
H -1.147 -5.418 3.912 0.0929
H -4.618 -5.360 -1.244 0.0883
H -5.126 -7.010 -1.331 0.0947
H -5.514 -6.170 0.122 0.0654
H -2.531 -6.264 -1.876 0.0800
H -1.476 -7.008 -0.575 0.0780
H -2.759 -7.883 -1.487 0.0872
H -5.255 -3.735 2.782 0.0950
H -5.107 -4.889 4.159 0.0918
H -3.744 -4.050 3.576 0.0786
H -4.947 -7.676 1.901 0.0843
H -6.300 -6.642 2.427 0.0989
H -5.106 -7.161 3.549 0.0889
O -2.020 3.094 -3.398 -0.3451
P -2.121 3.600 -4.827 0.6420
N -2.504 5.247 -4.971 -0.2812
C -3.270 5.997 -3.835 -0.0357
C -2.370 6.071 -6.144 -0.1430
N -3.309 2.899 -5.928 -0.3001
C -4.602 2.533 -5.374 -0.1160
C -3.343 3.270 -7.300 -0.1419
N -0.629 3.355 -5.679 -0.3114
C -0.130 2.039 -6.282 -0.0609
C 0.475 4.273 -5.432 -0.1348
H -3.157 7.072 -3.974 0.0761
H -2.748 5.782 -2.903 0.0683
H -4.334 5.757 -3.831 0.0777
H -1.724 6.898 -5.849 0.0895
H -3.329 6.405 -6.542 0.0946
H -1.842 5.665 -7.007 0.0697
H -5.379 3.297 -5.349 0.0871
H -4.980 1.736 -6.015 0.0855
H -4.475 2.029 -4.416 0.0761
H -3.439 2.385 -7.927 0.0927
H -4.221 3.873 -7.531 0.0906
H -2.501 3.884 -7.622 0.0638
H 0.376 1.564 -5.442 0.0709
H -0.958 1.392 -6.573 0.0689
H 0.539 2.219 -7.124 0.0830
H 1.279 3.787 -4.879 0.0828
H 0.151 5.073 -4.766 0.0696
H 0.735 4.776 -6.364 0.0865
O 0.297 3.783 2.891 -0.2829
P 0.657 5.075 3.480 0.5895
N 1.217 6.214 2.297 -0.3013
C 0.493 6.336 1.000 -0.0824
C 2.607 6.281 2.081 -0.1657
N 1.759 4.977 4.794 -0.2723
C 2.062 3.632 5.294 -0.0840
C 2.121 6.069 5.632 -0.1067
N -0.658 5.865 4.194 -0.2587
C -0.693 7.302 4.495 -0.0983
C -1.621 5.088 5.017 -0.0556
H 1.158 6.678 0.206 0.0860
H -0.410 6.926 1.159 0.0798
H 0.179 5.372 0.600 0.0696
H 2.895 5.488 1.392 0.0884
H 3.189 6.056 2.974 0.0716
H 2.954 7.242 1.701 0.0959
H 1.471 2.905 4.737 0.0696
H 3.091 3.276 5.255 0.0927
H 1.821 3.561 6.355 0.0927
H 2.240 7.027 5.126 0.0927
H 1.377 6.165 6.423 0.0924
H 3.079 5.780 6.064 0.1007
H -1.740 7.606 4.496 0.0919
H -0.193 7.563 5.427 0.0784
H -0.240 7.916 3.716 0.0788
H -2.216 4.493 4.324 0.0869
H -2.203 5.771 5.636 0.0917
H -1.053 4.369 5.607 0.0813
```

---

no.,electronic energy (eV)
1,-165291.4496
2,-103490.4821